w) ORCA calculation (ωB97M-V/def2-TZVPD) on an isolated molecule of C8H8N2O.

Results
HOMO energy, hartree: -0.340
Orbital gap, eV: 9.29
SMILES: COc1ccc(C#N)cc1N

```
! wB97M-V def2-TZVPD RIJCOSX def2/J DEFGRID3
* xyz 0 1
C -2.968 -0.603 0.860
O -2.389 -0.739 -0.424
C -0.981 -0.351 -0.388
C -0.099 -1.518 -0.408
C 1.187 -1.331 -0.080
C 1.632 0.055 -0.017
C 3.098 0.107 0.211
N 4.279 0.129 0.310
C 0.684 1.117 0.004
C -0.669 0.945 -0.056
N -1.601 2.030 -0.105
H -3.911 -0.029 0.696
H -3.203 -1.463 1.432
H -2.298 -0.011 1.464
H -0.815 -2.328 -0.644
H 2.043 -2.020 -0.327
H 1.156 1.986 -0.211
H -1.341 2.424 -1.032
H -2.568 1.716 -0.181
*
```



x) ORCA calculation (ωB97M-V/def2-TZVPD) on an isolated molecule of C8H8N2O.

Results
HOMO energy, hartree: -0.305
Orbital gap, eV: 6.87

```
! wB97M-V def2-TZVPD RIJCOSX def2/J DEFGRID3
* xyz 0 1
C -2.568 1.028 0.503
C -2.841 -0.311 0.076
C -1.300 1.488 0.441
C -1.882 -1.138 -0.358
C -0.257 0.556 0.113
C -0.498 -0.781 -0.471
C 1.707 -1.204 1.028
C 2.980 0.211 -0.513
N 0.910 0.924 0.360
N 1.873 -0.096 0.336
O 0.330 -1.283 -1.176
H -3.337 1.736 0.857
H -3.865 -0.657 0.445
H -1.053 2.419 0.828
H -2.231 -2.046 -0.750
H 2.488 -1.960 0.666
H 2.539 0.112 -1.537
H 3.931 -0.385 -0.297
H 3.074 1.387 -0.549
*
```



w) ends up most stable, edging out the next structure by 0.1158 hartree.



w) ORCA calculation (ωB97M-V/def2-TZVPD) on a cluster of 2 separate species, C2H10NO in total.

Results
HOMO energy, hartree: -0.603
Orbital gap, eV: 12.92

```
! wB97M-V def2-TZVPD RIJCOSX def2/J DEFGRID3
* xyz 1 1
C -0.453 -1.564 0.311
C -0.805 -0.075 0.592
N -0.663 0.729 -0.650
H -0.486 -1.803 -0.747
H -1.214 -2.200 0.775
H 0.570 -1.634 0.695
H -0.219 0.443 1.353
H -1.842 -0.057 0.892
H -0.440 1.715 -0.498
H 0.113 0.511 -1.293
H -1.521 0.642 -1.204
H 2.875 1.131 -0.630
H 2.096 1.141 0.677
O 1.988 1.023 -0.273
*
```



x) ORCA calculation (ωB97M-V/def2-TZVPD) on a cluster of 2 separate species, C2H10NO in total.

Results
HOMO energy, hartree: -0.517
Orbital gap, eV: 10.23

```
! wB97M-V def2-TZVPD RIJCOSX def2/J DEFGRID3
* xyz 1 1
C -1.466 -0.791 1.415
N -0.357 -1.638 0.817
H 0.493 -1.794 1.430
H -0.525 -2.578 0.696
H -0.162 -1.368 -0.133
H -2.406 -1.223 1.029
H -1.362 0.216 1.286
H -1.485 -0.860 2.510
C 0.740 1.869 -0.866
O 1.121 0.643 -1.433
H 1.456 0.936 -2.310
H 1.442 2.501 -1.176
H -0.207 2.106 -1.124
H 0.639 1.915 0.241
*
```



w) ends up most stable, edging out the next structure by 0.0619 hartree.



w) ORCA calculation (ωB97M-V/def2-TZVPD) on a cluster of 2 separate species, C2H10NO in total.

Results
HOMO energy, hartree: -0.611
Orbital gap, eV: 13.21

```
! wB97M-V def2-TZVPD RIJCOSX def2/J DEFGRID3
* xyz 1 1
C 0.487 -0.263 -1.827
C 0.757 -0.884 -0.476
N 0.520 0.138 0.596
H 0.726 -0.913 -2.666
H -0.581 -0.022 -1.908
H 0.971 0.692 -1.934
H 0.038 -1.697 -0.363
H 1.758 -1.288 -0.378
H 1.106 0.022 1.416
H -0.484 0.173 0.912
H 0.691 1.047 0.168
H -2.727 0.714 1.939
H -1.495 1.525 2.516
O -1.768 0.757 2.005
*
```



x) ORCA calculation (ωB97M-V/def2-TZVPD) on a cluster of 2 separate species, C2H10NO in total.

Results
HOMO energy, hartree: -0.533
Orbital gap, eV: 10.82

```
! wB97M-V def2-TZVPD RIJCOSX def2/J DEFGRID3
* xyz 1 1
C 0.686 -0.710 1.420
N -0.815 -0.946 1.343
H -1.202 -1.591 2.021
H -1.325 -0.058 1.346
H -1.053 -1.265 0.398
H 1.040 -1.518 2.042
H 0.864 0.280 1.829
H 1.224 -0.586 0.483
C 0.499 1.127 -1.813
O -0.843 0.791 -1.336
H -1.425 0.922 -2.071
H 0.912 0.263 -2.335
H 0.398 1.992 -2.437
H 1.040 1.299 -0.891
*
```



y) ORCA calculation (ωB97M-V/def2-TZVPD) on a cluster of 2 separate species, C2H10NO in total.

Results
HOMO energy, hartree: -0.559
Orbital gap, eV: 11.40

```
! wB97M-V def2-TZVPD RIJCOSX def2/J DEFGRID3
* xyz 1 1
N -1.354 1.398 -1.434
H -0.664 1.715 -2.116
H -1.088 0.488 -1.005
H -2.237 1.300 -1.938
H -1.470 2.111 -0.715
C 0.649 -0.235 0.395
O -0.460 -0.814 -0.331
C 1.288 -1.163 1.393
H 0.320 0.678 0.898
H 1.358 0.128 -0.358
H -0.782 -1.549 0.201
H 1.524 -2.154 1.030
H 0.701 -1.212 2.280
H 2.216 -0.692 1.699
*
```



w) ends up most stable, edging out the next structure by 0.0136 hartree.



w) ORCA calculation (ωB97M-V/def2-TZVPD) on a structure of composition C2H3INO2.

Results
HOMO energy (alpha / beta), hartree: -0.547 / -0.549
Orbital gap (alpha / beta), eV: 5.83 / 6.77

```
! wB97M-V def2-TZVPD RIJCOSX def2/J DEFGRID3
* xyz 1 1
C 1.979 1.337 -1.128
C 0.355 -0.116 -0.031
N 1.444 0.266 -0.790
O 2.685 2.199 -1.374
O -0.002 2.390 -1.900
I -1.730 1.943 -1.641
H 0.336 -1.168 0.067
H -0.671 0.332 -0.400
H 0.206 0.066 1.130
*
```



x) ORCA calculation (ωB97M-V/def2-TZVPD) on the ion C2H3INO2 with charge +1.

Results
HOMO energy, hartree: -0.559
Orbital gap, eV: 8.37
SMILES: C[N+](=O)C(=O)I

```
! wB97M-V def2-TZVPD RIJCOSX def2/J DEFGRID3
* xyz 1 1
C 0.195 -0.010 0.111
N 1.308 -0.779 0.224
O 1.588 -1.592 1.008
C 2.487 -0.548 -1.151
O 2.134 0.323 -1.848
I 4.100 -1.832 -0.889
H -0.511 -0.325 0.889
H 0.071 0.099 -1.025
H 0.321 1.182 0.251
*
```



x) ends up most stable, edging out the next structure by 0.0602 hartree.



w) ORCA calculation (ωB97M-V/def2-TZVPD) on a cluster of 2 separate species, C5H13NO in total.

Results
HOMO energy (alpha / beta), hartree: 0.041 / -0.239
Orbital gap (alpha / beta), eV: 2.75 / 10.28

```
! wB97M-V def2-TZVPD RIJCOSX def2/J DEFGRID3
* xyz -1 2
C -3.735 -0.742 1.393
C -2.694 -0.044 0.430
H -3.913 -1.737 1.071
H -3.376 -0.792 2.459
H -4.682 -0.192 1.552
H -2.407 -0.507 -0.651
H -1.863 0.346 1.053
H -3.095 1.034 0.088
C 1.335 -0.145 0.590
C 2.747 0.182 1.028
C 1.177 0.185 -0.922
O 2.003 0.758 -1.548
N 0.018 -0.123 -1.490
H 1.147 -1.221 0.743
H 0.569 0.361 1.218
H 2.706 0.944 1.910
H 3.364 0.765 0.187
H -0.315 0.088 -2.395
H -0.724 -0.399 -0.870
H 3.460 -0.502 1.330
*
```



x) ORCA calculation (ωB97M-V/def2-TZVPD) on a cluster of 2 separate species, C5H13NO in total.

Results
HOMO energy (alpha / beta), hartree: 0.046 / -0.224
Orbital gap (alpha / beta), eV: 2.41 / 9.66

```
! wB97M-V def2-TZVPD RIJCOSX def2/J DEFGRID3
* xyz -1 2
C 0.827 1.198 -0.130
C 0.381 -0.148 -0.793
C 0.049 -1.362 0.217
C 1.933 -3.138 0.620
C 1.341 -1.939 0.703
N -0.279 1.455 0.756
H 0.858 2.028 -0.869
H 1.851 1.237 0.283
H -0.597 0.179 -1.216
H 1.076 -0.475 -1.456
H -0.381 -2.005 -0.401
H -0.598 -1.011 1.001
H 2.825 -3.418 1.170
H 1.318 -3.946 0.016
H 2.027 -1.204 1.071
H -0.129 1.137 1.695
H -0.253 2.453 0.968
H -2.829 2.108 -0.658
H -4.089 2.314 -1.367
O -3.288 2.845 -1.154
*
```



w) ends up most stable, edging out the next structure by 0.0382 hartree.



w) ORCA calculation (ωB97M-V/def2-TZVPD) on an isolated molecule of C23H22N4O.

Results
HOMO energy, hartree: -0.289
Orbital gap, eV: 8.14
SMILES: C1=C(c2c[nH]c3ncccc23)CCN(CCOc2cccc3ncccc23)C1

```
! wB97M-V def2-TZVPD RIJCOSX def2/J DEFGRID3
* xyz 0 1
C 0.498 -0.223 1.924
C -0.808 0.131 2.109
C -1.407 -0.119 3.479
C -0.849 -0.674 4.586
N -1.551 -0.735 5.725
C -2.772 -0.108 5.493
N -3.719 0.143 6.427
C -4.765 0.819 5.962
C -4.879 1.318 4.593
C -3.853 1.004 3.720
C -2.796 0.271 4.128
C -1.627 0.682 0.874
C -0.820 0.994 -0.329
N 0.256 0.037 -0.598
C -0.256 -1.269 -1.070
C 0.810 -2.134 -1.764
O 0.822 -1.831 -3.146
C 1.955 -1.293 -3.747
C 2.934 -2.143 -4.134
C 4.082 -1.790 -4.840
C 4.269 -0.415 -5.065
C 3.225 0.453 -4.511
N 3.490 1.788 -4.520
C 2.657 2.699 -3.987
C 1.461 2.261 -3.488
C 1.119 0.908 -3.415
C 2.080 0.057 -3.825
C 1.120 -0.129 0.601
H 1.026 -0.594 2.896
H 0.169 -1.110 4.729
H -1.184 -0.878 6.701
H -5.641 0.909 6.613
H -5.719 1.813 4.258
H -3.830 1.532 2.783
H -2.383 -0.114 0.706
H -2.087 1.590 1.189
H -1.420 1.144 -1.230
H -0.347 1.930 -0.169
H -0.515 -1.888 -0.154
H -1.065 -1.105 -1.821
H 1.801 -1.911 -1.464
H 0.550 -3.201 -1.711
H 2.765 -3.256 -4.113
H 4.673 -2.580 -5.216
H 5.080 -0.001 -5.596
H 3.011 3.693 -4.045
H 0.657 2.976 -3.357
H 0.077 0.717 -3.259
H 1.943 0.648 0.632
H 1.766 -1.013 0.447
*
```



x) ORCA calculation (ωB97M-V/def2-TZVPD) on an isolated molecule of C23H22N4O.

Results
HOMO energy, hartree: -0.278
Orbital gap, eV: 7.49
SMILES: CC(=O)c1ccc(-c2ccc(Cn3c(C)nc4cc(N)c(C)nc43)cc2)cc1

```
! wB97M-V def2-TZVPD RIJCOSX def2/J DEFGRID3
* xyz 0 1
C -2.197 -3.107 -6.960
C -1.939 -1.584 -6.613
O -1.949 -0.833 -7.552
C -1.764 -1.104 -5.279
C -1.262 0.216 -5.045
C -1.088 0.658 -3.773
C -1.352 -0.102 -2.641
C -1.120 0.438 -1.278
C -0.002 1.296 -1.014
C 0.075 1.978 0.203
C -0.940 1.770 1.149
C -0.714 2.421 2.488
N 0.605 1.997 3.049
C 1.745 2.909 3.361
C 1.740 4.418 3.445
N 2.817 2.301 3.536
C 2.494 0.934 3.620
C 3.221 -0.218 4.001
C 2.719 -1.517 3.817
N 3.524 -2.603 4.057
C 1.392 -1.604 3.252
C 0.869 -2.970 3.061
N 0.592 -0.520 3.150
C 1.121 0.737 3.367
C -2.000 0.910 0.866
C -2.065 0.275 -0.359
C -1.901 -1.427 -2.799
C -2.168 -1.877 -4.135
H -1.780 -3.791 -6.268
H -1.794 -3.294 -7.911
H -3.262 -3.349 -6.955
H -1.074 1.007 -5.790
H -0.695 1.672 -3.538
H 0.699 1.540 -1.788
H 0.930 2.724 0.366
H -1.502 2.220 3.165
H -0.656 3.540 2.289
H 1.087 4.849 4.129
H 2.758 4.838 3.719
H 1.438 4.853 2.459
H 4.199 -0.131 4.386
H 3.133 -3.467 4.417
H 4.297 -2.324 4.614
H 0.135 -2.983 2.289
H 0.551 -3.373 4.034
H 1.569 -3.650 2.688
H -2.855 0.757 1.493
H -2.954 -0.382 -0.561
H -2.071 -2.113 -1.925
H -2.603 -2.937 -4.293
*
```



x) ends up most stable, edging out the next structure by 0.0863 hartree.